{"formula": "C4H4O2", "method": "wB97M-V/def2-TZVPD", "elements": ["O", "C", "C", "C", "O", "C", "H", "H", "H", "H"], "xyz": [[0.28766, 0.13502, 2.07367], [-0.12773, -0.14298, 0.97381], [0.34033, -1.03861, -0.17548], [0.05520, 0.25923, -0.94867], [-1.33517, 0.49847, -0.98675], [-0.65237, 0.96021, 0.21313], [-0.30945, -1.87134, -0.44045], [1.38813, -1.34056, -0.09398], [0.70540, 0.76945, -1.64631], [-0.35075, 1.73568, 1.05587]], "atomic_forces_ev_per_a": [[0.51, -1.38, 0.58], [0.34, -0.65, 1.16], [-0.14, 0.01, 0.04], [0.11, 0.52, 0.07], [0.25, 0.95, 0.82], [0.90, -0.15, 0.37], [0.07, 0.08, -0.11], [-0.24, 0.07, 0.02], [-0.11, -0.08, -0.12], [-1.69, 0.63, -2.85]], "lowdin_charge": [0.08, -0.43, 0.01, -0.20, 0.04, -0.11, 0.12, 0.12, 0.15, 0.21], "e_homo_ev": -9.757, "e_tot_ha": -305.1518, "de_lowest_ev": 3.474, "orbital_gap_ev": 10.7, "lumo_ev": 0.91, "total_charge": 0}